12
Properties=species:S:1:pos:R:3 method="wB97M-V/def2-TZVPD" e_above_lowest_ev=2.510 fmax_ev_per_a=3.1 mol_weight_g_mol=112.09 smiles="[H]/N=c1/nncc(N)o1" orbital_gap_ev=8.61 lumo_energy_ev=-0.197
H 2.202 -1.852 -0.975
N 1.249 -2.240 -1.065
C 0.362 -1.415 -0.742
N -1.039 -1.643 -0.825
N -1.853 -0.760 -0.410
C -1.437 0.396 0.154
C -0.100 0.717 0.296
N 0.495 1.857 0.738
O 0.800 -0.151 -0.213
H -2.177 1.054 0.584
H 0.012 2.400 1.557
H 1.485 1.637 0.901


29
Properties=species:S:1:pos:R:3 method="wB97M-V/def2-TZVPD" e_above_lowest_ev=0.497 fmax_ev_per_a=4.8 charge=+1 mol_weight_g_mol=178.26 orbital_gap_ev=9.98 lumo_energy_ev=-2.590
C -1.359 1.030 -2.794
C 0.972 1.818 -2.615
C -1.231 0.525 -1.548
C -0.189 1.641 -3.465
C 0.949 1.434 -1.259
C 0.206 -0.518 3.844
C 0.649 -1.755 3.122
C 0.088 0.485 2.609
C 0.186 -1.640 1.717
C -0.052 -2.675 0.664
N -0.096 0.764 -0.854
N -0.093 -0.431 1.494
N -0.240 2.008 -4.720
H -2.345 1.033 -3.375
H 1.803 2.380 -3.073
H -2.024 -0.045 -1.069
H -0.845 -0.807 4.315
H 0.770 -0.218 4.667
H 1.623 -2.046 3.237
H 0.076 -2.517 3.663
H -0.836 1.082 2.464
H 0.945 1.075 2.435
H 1.710 1.735 -0.560
H -0.291 -3.593 1.145
H 0.872 -2.833 0.070
H -0.826 -2.323 0.057
H -0.068 0.247 0.198
H -1.025 1.938 -5.337
H 0.673 2.207 -5.033


94
Properties=species:S:1:pos:R:3 method="wB97M-V/def2-TZVPD" fmax_ev_per_a=5.3 charge=-1 mol_weight_g_mol=1509.60 orbital_gap_ev=4.88 lumo_energy_ev=-3.543
Al 2.304 -1.504 0.185
C 1.171 -1.305 4.685
F 0.339 -0.824 5.607
F 2.172 -1.894 5.357
F 0.540 -2.211 3.957
S 1.803 0.082 3.557
O 0.900 0.022 2.436
O 1.879 1.307 4.296
N 3.181 -0.763 2.893
S 4.467 -0.044 3.419
O 4.810 1.106 2.656
O 4.441 0.242 4.852
C 5.825 -1.331 3.093
F 6.974 -0.744 3.366
F 5.628 -2.406 3.838
F 5.791 -1.764 1.820
C -0.917 -1.625 -3.164
F -0.656 -2.751 -2.508
F -0.074 -1.399 -4.142
F -2.147 -1.666 -3.657
S -0.788 -0.120 -1.898
O 0.340 0.657 -2.323
O -2.096 0.497 -1.891
N -0.395 -0.770 -0.365
S -1.529 -1.712 0.191
O -2.631 -2.010 -0.689
O -0.886 -2.865 0.802
C -2.266 -0.652 1.634
F -1.589 -0.783 2.774
F -2.249 0.637 1.322
F -3.510 -1.087 1.837
C 3.510 -0.236 -4.394
F 3.740 -0.749 -5.605
F 4.214 0.876 -4.403
F 2.210 -0.081 -4.201
S 4.140 -1.470 -3.017
O 3.003 -2.267 -2.662
O 5.214 -2.297 -3.536
N 4.360 -0.497 -1.554
S 5.915 -0.308 -1.586
O 6.618 -1.406 -0.942
O 6.391 0.201 -2.838
C 6.158 1.200 -0.363
F 4.956 1.623 0.056
F 6.910 0.905 0.676
F 6.707 2.209 -1.046
O 1.573 -4.035 -0.562
H 0.887 -4.274 -1.208
O -5.048 4.753 1.289
S -3.912 3.884 1.031
O -2.736 4.249 0.279
O -3.373 3.341 2.434
C -4.069 3.609 3.645
C -4.451 2.208 4.253
C -4.674 2.385 0.272
H -5.002 4.164 3.700
H -3.338 4.064 4.312
H -5.126 1.732 3.540
H -4.868 2.151 5.257
H -3.548 1.597 4.305
H -5.290 1.965 1.067
H -3.921 1.675 -0.060
H -5.381 2.649 -0.511
O 2.607 3.829 -0.782
S 1.910 2.770 -0.101
O 2.192 1.403 -0.444
O 2.102 2.910 1.540
C 2.294 4.182 2.168
C 3.813 4.461 2.150
C 0.104 2.926 -0.162
H 2.035 3.937 3.197
H 1.717 4.998 1.734
H 4.131 5.337 2.719
H 4.061 4.703 1.117
H 4.284 3.570 2.559
H -0.219 3.891 0.224
H -0.241 2.161 0.532
H -0.260 2.779 -1.174
C -1.355 -5.244 -4.765
Br -2.600 -4.610 -6.120
Br -0.560 -6.906 -5.327
Br -2.279 -5.449 -3.068
H -0.499 -4.601 -4.592
C -5.667 -3.551 -2.034
C -4.961 -2.557 -2.947
O -5.981 -1.883 -3.624
S -7.282 -2.832 -3.911
O -7.063 -3.477 -5.196
O -8.531 -2.205 -3.573
O -6.919 -3.866 -2.679
H -5.569 -3.397 -0.961
H -5.164 -4.498 -2.248
H -4.209 -3.042 -3.566
H -4.496 -1.881 -2.230


99
Properties=species:S:1:pos:R:3 method="wB97M-V/def2-TZVPD" fmax_ev_per_a=2.8 mol_weight_g_mol=795.48 orbital_gap_ev=9.24 lumo_energy_ev=0.357
C -0.403 1.901 2.257
B -0.684 1.836 0.721
O -0.291 2.829 -0.118
C -1.420 0.529 0.062
Br -1.764 0.851 -1.823
O -2.715 0.443 0.743
S -2.742 -0.767 1.781
O -3.547 -1.832 1.297
O -2.983 -0.294 3.094
O -1.192 -1.210 1.648
C -0.859 -0.846 0.299
C 0.487 -1.236 -0.242
C 1.679 -0.515 0.394
O 2.523 0.081 -0.569
C 2.564 -1.468 1.194
F 3.514 -0.740 1.845
F 1.856 -2.108 2.156
F 3.197 -2.372 0.434
H -0.467 0.907 2.696
H -1.071 2.578 2.793
H 0.633 2.212 2.363
H -0.614 3.687 0.161
H -1.541 -1.484 -0.284
H 0.451 -1.133 -1.315
H 0.593 -2.297 -0.042
H 1.392 0.269 1.092
H 2.296 -0.258 -1.437
C 1.685 -3.632 -2.884
O 1.959 -2.602 -2.288
N 1.090 -3.687 -4.080
C 0.787 -4.943 -4.738
C 0.732 -2.444 -4.751
H 1.911 -4.626 -2.464
H 1.300 -4.987 -5.700
H -0.288 -5.015 -4.908
H 1.108 -5.782 -4.124
H 1.625 -1.840 -4.917
H 0.042 -1.871 -4.130
H 0.261 -2.670 -5.704
C -1.131 -5.197 -8.583
O -0.965 -4.187 -7.926
N -1.928 -6.221 -8.231
C -2.081 -7.399 -9.063
C -2.658 -6.140 -6.977
H -0.628 -5.355 -9.552
H -3.126 -7.516 -9.357
H -1.765 -8.289 -8.517
H -1.473 -7.303 -9.960
H -3.313 -5.269 -6.981
H -1.963 -6.038 -6.144
H -3.252 -7.040 -6.843
C -2.957 2.704 4.568
O -2.178 3.621 4.352
N -4.240 2.867 4.921
C -5.119 1.739 5.158
C -4.756 4.219 5.066
H -2.659 1.650 4.481
H -5.965 1.773 4.469
H -5.496 1.766 6.182
H -4.579 0.808 5.003
H -4.654 4.758 4.126
H -4.188 4.752 5.829
H -5.804 4.187 5.349
C 5.408 -6.539 1.484
O 5.558 -7.525 2.178
N 6.006 -5.353 1.697
C 5.786 -4.211 0.829
C 6.898 -5.220 2.835
H 4.751 -6.538 0.597
H 6.734 -3.895 0.386
H 5.367 -3.384 1.401
H 5.094 -4.472 0.032
H 7.719 -5.933 2.752
H 6.359 -5.429 3.759
H 7.297 -4.209 2.867
C 2.713 4.143 1.839
O 1.503 4.029 1.906
N 3.445 4.958 2.618
C 4.886 5.052 2.497
C 2.758 5.767 3.612
H 3.319 3.569 1.117
H 5.361 4.770 3.438
H 5.176 6.075 2.248
H 5.238 4.386 1.713
H 2.218 5.126 4.308
H 2.034 6.422 3.126
H 3.482 6.367 4.157
C -4.648 7.329 2.624
O -5.770 6.971 2.925
N -4.152 7.316 1.374
C -2.802 7.750 1.077
C -5.004 6.850 0.293
H -3.926 7.696 3.373
H -2.821 8.589 0.379
H -2.234 6.931 0.630
H -2.302 8.064 1.991
H -5.900 7.468 0.229
H -5.315 5.821 0.479
H -4.460 6.901 -0.647